C66H146O27 | ωB97M-V/def2-TZVPD

Results
**Multiplicity**: 1
**Gap between HOMO and LUMO**: 0.3505 hartree

The geometry in XYZ format:
```
239
Properties=species:S:1:pos:R:3:forces:R:3:lowdin_charge:R:1
C -3.257800 -14.940430 25.206710 -0.6 0.4 0.3 -0.094
C -3.764480 -16.414070 25.407350 1.8 1.6 -0.9 -0.232
C -2.571820 -17.212190 25.890540 -0.3 -2.2 0.4 -0.212
C -2.821470 -18.786010 25.743690 0.2 1.7 0.5 -0.216
C -2.284450 -19.613990 26.902220 -1.0 -0.1 -1.5 -0.270
C -2.610460 -21.121080 26.624880 0.6 1.7 1.5 -0.095
H -3.983180 -14.302570 24.701680 0.0 -0.2 -0.6 0.049
H -2.288330 -14.899230 24.710200 -0.2 -0.4 -0.7 0.064
H -3.021180 -14.297900 26.054810 -0.3 -0.7 1.0 0.049
H -4.637410 -16.521410 26.051210 0.1 0.1 0.0 0.096
H -3.984980 -16.768420 24.400410 -0.4 0.0 0.0 0.092
H -2.419920 -16.960590 26.940170 0.2 -0.2 0.2 0.098
H -1.634580 -16.990470 25.380120 -0.1 0.4 -0.2 0.105
H -3.903750 -18.897410 25.677600 -0.1 -0.3 0.0 0.097
H -2.398580 -19.188710 24.823310 0.0 0.3 -0.2 0.106
H -1.217230 -19.421750 27.012640 0.1 -0.2 0.1 0.108
H -2.795410 -19.262150 27.798460 0.1 -0.2 0.3 0.085
H -3.691190 -21.256230 26.581860 0.1 -0.1 0.0 0.068
H -2.129020 -21.494040 25.720880 0.1 -0.1 0.3 0.069
H -2.210180 -21.499410 27.565490 -0.1 -1.3 -0.4 0.063
C -0.910230 -14.406680 19.860960 0.3 -0.2 -0.4 -0.111
C -0.742910 -12.891590 20.072270 -0.7 -0.5 0.0 -0.244
C 0.664040 -12.454200 20.565570 -1.3 1.0 0.3 -0.189
C 1.225990 -11.114280 20.061890 0.0 -0.7 -0.7 -0.222
C 2.740300 -11.154490 20.097880 0.0 -0.3 -1.0 -0.292
C 3.351540 -9.996930 19.374770 0.4 1.9 1.5 -0.130
H -1.338150 -14.599460 18.877180 0.0 -0.1 -0.1 0.063
H -1.569570 -14.926310 20.556190 0.2 0.1 0.3 0.058
H 0.077380 -14.867890 19.861750 -0.1 -0.3 0.1 0.062
H -1.146070 -12.475740 19.148890 0.8 0.7 -0.2 0.092
H -1.516500 -12.602400 20.783620 0.2 0.3 0.3 0.082
H 1.419730 -13.227580 20.428030 -0.2 -0.1 -0.1 0.101
H 0.516400 -12.271490 21.629960 0.4 -0.6 0.3 0.100
H 0.910290 -10.933100 19.034470 0.0 -0.2 -0.3 0.095
H 0.862940 -10.229300 20.584490 -0.1 -0.1 0.4 0.102
H 3.097280 -11.295760 21.118030 0.2 0.2 0.0 0.117
H 3.151480 -11.957650 19.486350 -0.5 -0.9 0.4 0.108
H 3.105760 -9.923920 18.315350 0.3 -0.3 0.0 0.075
H 3.016350 -9.066510 19.833080 -0.4 0.3 -0.1 0.069
H 4.409400 -9.935170 19.630130 0.3 -0.3 -0.8 0.073
C 0.746390 -13.629930 33.999200 -0.6 -2.1 1.0 -0.144
O 0.368150 -12.453300 34.656060 0.3 1.7 -0.4 -0.163
C 1.176460 -11.348160 34.199780 -0.1 0.0 -0.9 -0.163
C 0.808950 -9.869560 34.562540 0.1 -0.2 0.6 -0.171
O -0.559960 -9.556390 34.735130 -0.1 0.0 -1.1 -0.122
C -1.337570 -9.715300 33.532050 -0.7 -0.4 0.0 -0.161
C -0.968090 -9.104270 32.149980 1.4 -0.4 2.0 -0.200
O 0.162630 -9.788610 31.645310 0.4 -0.4 -1.2 -0.244
C 0.720040 -9.271380 30.395320 -0.9 0.2 1.6 -0.056
H 0.035450 -14.010940 33.266060 -0.3 0.6 -0.4 0.076
H 0.707330 -14.387420 34.782000 0.0 -0.3 0.1 0.087
H 1.739350 -13.805890 33.585480 0.4 1.1 -0.1 0.089
H 1.176430 -11.353750 33.109790 0.0 -0.2 -0.2 0.088
H 2.183800 -11.617410 34.517360 0.3 0.6 0.1 0.120
H 1.162070 -9.166960 33.807710 0.5 -0.6 -0.5 0.111
H 1.344970 -9.534980 35.450700 -0.4 -0.3 0.4 0.117
H -2.300230 -9.270030 33.783260 -0.1 0.0 0.1 0.116
H -1.516710 -10.779850 33.381250 0.1 -0.2 -0.1 0.122
H -0.676110 -8.076720 32.366730 -0.3 0.5 -0.5 0.120
H -1.865530 -9.198400 31.538560 0.0 0.2 -0.3 0.119
H 1.031840 -8.250410 30.615560 0.1 0.2 -0.4 0.085
H -0.056000 -9.276670 29.629910 0.2 -0.1 -0.2 0.071
H 1.604890 -9.843950 30.117290 -0.3 -0.2 0.1 0.089
C -4.742780 -21.262540 31.538240 -0.1 0.2 -1.0 -0.081
O -5.366670 -20.419780 30.512770 -1.4 -3.4 0.5 -0.219
C -4.952580 -19.108430 30.281320 -0.3 -0.6 -0.2 -0.166
C -5.662410 -18.411720 29.005770 2.0 -0.2 1.0 -0.185
O -6.901210 -17.854400 29.235430 -1.8 1.2 1.4 -0.137
C -7.061790 -16.621660 30.019210 1.1 0.1 -1.3 -0.121
C -7.343870 -15.427730 29.035830 0.2 -1.3 1.3 -0.194
O -6.411550 -15.353040 27.972360 -0.5 -1.4 0.4 -0.176
C -7.041720 -14.711750 26.908260 1.0 1.1 -0.9 -0.120
H -5.076640 -21.149100 32.569640 -0.2 0.8 0.0 0.077
H -3.652930 -21.277750 31.529390 0.3 0.8 -0.2 0.076
H -4.949320 -22.313050 31.333590 -0.6 0.2 -0.6 0.078
H -3.887790 -19.324620 30.194260 0.6 1.7 -0.4 0.108
H -5.246050 -18.631680 31.216570 0.5 1.2 -0.2 0.117
H -5.761990 -19.021380 28.107720 -0.2 -0.9 0.5 0.125
H -4.970990 -17.665590 28.614190 0.4 0.5 0.4 0.102
H -6.231980 -16.383870 30.684780 0.8 -0.3 -0.5 0.113
H -7.852800 -16.713100 30.763550 -0.6 -0.3 -0.6 0.118
H -7.309110 -14.480530 29.574090 -0.1 0.1 0.3 0.119
H -8.372920 -15.596000 28.718300 0.0 0.1 -0.6 0.119
H -6.349430 -14.604880 26.073150 0.4 -0.2 0.0 0.073
H -7.189740 -13.691010 27.260770 -0.9 0.3 -0.4 0.077
H -7.910240 -15.202760 26.469300 -0.4 0.0 0.6 0.101
C -3.812760 -11.350530 28.686270 0.7 -1.2 0.3 -0.135
O -3.807220 -10.913700 27.373400 -1.6 1.6 -1.2 -0.189
C -4.851210 -11.612020 26.661200 1.4 -0.2 -0.6 -0.168
C -5.199930 -11.085280 25.255020 0.4 0.6 1.8 -0.167
O -4.056320 -10.782870 24.483440 -1.0 -0.1 -1.3 -0.124
C -3.656660 -9.417510 24.372410 1.0 1.0 1.7 -0.171
C -3.041600 -9.016050 23.019870 -0.1 -0.9 -0.8 -0.166
O -2.327570 -7.773840 22.961150 -0.5 -0.4 -0.6 -0.201
C -0.985970 -7.825490 22.408180 0.6 -0.1 2.8 -0.060
H -3.384980 -12.351140 28.623900 0.1 -0.5 0.7 0.084
H -4.809560 -11.470090 29.110770 -0.2 0.4 0.1 0.079
H -3.167030 -10.745800 29.323000 -0.1 0.2 -0.1 0.083
H -5.788290 -11.645020 27.216960 0.0 0.0 0.3 0.110
H -4.409140 -12.604020 26.568370 -0.5 -0.5 -0.1 0.099
H -5.869280 -10.240520 25.417720 0.1 0.4 -0.4 0.129
H -5.822490 -11.888850 24.861580 0.2 0.0 -0.6 0.104
H -2.964680 -9.338630 25.210890 0.9 0.4 -0.3 0.108
H -4.366620 -8.644230 24.665810 -1.0 -0.5 -0.2 0.120
H -3.837320 -8.958600 22.277160 -0.3 0.0 0.1 0.099
H -2.453290 -9.876690 22.701630 0.6 0.1 0.0 0.112
H -0.565630 -6.854190 22.147450 -1.0 0.1 -0.7 0.071
H -0.703400 -8.607130 21.702990 -0.8 0.1 -0.3 0.076
H -0.448770 -8.007740 23.338930 0.9 -0.6 -0.2 0.063
C -3.452030 -6.347400 32.354060 2.0 1.5 0.1 -0.144
O -4.090370 -7.090090 31.412800 -1.0 -1.8 -1.3 -0.181
C -4.362750 -6.428370 30.188360 0.4 0.0 -0.4 -0.183
C -4.820170 -7.406060 29.098790 -1.0 0.7 1.1 -0.148
O -6.222270 -7.623430 29.264970 0.2 -0.8 -1.7 -0.133
C -6.551730 -8.707470 30.098380 -1.2 0.1 0.8 -0.177
C -8.059650 -9.142120 29.930210 1.7 1.1 -0.6 -0.168
O -8.238260 -9.594180 28.596090 0.9 0.4 1.0 -0.209
C -9.143120 -10.656560 28.378040 1.4 0.7 -0.6 -0.095
H -2.783160 -6.933160 32.984620 -0.8 -0.5 0.4 0.075
H -4.070220 -5.640410 32.907340 -0.3 -0.2 0.2 0.096
H -2.690280 -5.761820 31.839340 0.2 0.7 -0.1 0.084
H -3.484890 -5.930680 29.776330 0.7 0.1 0.3 0.113
H -5.075760 -5.625270 30.374770 -0.4 -0.1 -0.3 0.136
H -4.211080 -8.309480 29.129480 -0.2 -0.3 0.2 0.117
H -4.690280 -6.992280 28.098790 0.0 0.3 0.1 0.107
H -6.381740 -8.242520 31.069470 -0.3 -1.0 0.8 0.119
H -5.933140 -9.595890 29.971290 0.3 0.1 -0.2 0.107
H -8.608910 -8.221190 30.125920 -0.6 -0.1 -0.1 0.118
H -8.328600 -9.908870 30.656750 0.1 -0.1 0.1 0.117
H -8.670800 -11.102310 27.502640 -0.9 -0.2 -0.5 0.077
H -10.092750 -10.151230 28.202090 -0.5 -1.1 0.1 0.095
H -9.045350 -11.443870 29.125480 -0.7 0.2 0.5 0.082
C 3.493560 -18.003990 33.584000 0.4 -1.2 1.2 -0.143
O 2.953480 -16.984170 32.812630 0.0 -0.3 -0.6 -0.160
C 2.533410 -17.373170 31.516190 1.1 0.8 -1.3 -0.199
C 2.207030 -16.073540 30.794160 -0.6 -0.1 0.5 -0.186
O 1.903300 -16.354830 29.417250 0.0 0.4 1.8 -0.125
C 1.339910 -15.264460 28.712580 0.2 -0.5 0.0 -0.197
C -0.094400 -14.980610 29.097020 -0.9 -0.2 0.2 -0.150
O -0.289790 -14.364070 30.429070 -0.2 -2.5 -2.5 -0.171
C -0.193930 -13.002490 30.396030 1.0 2.0 0.4 -0.150
H 2.870630 -18.895990 33.650390 -0.7 0.1 0.2 0.085
H 3.718820 -17.644640 34.588100 -0.6 0.3 0.0 0.088
H 4.446430 -18.473850 33.340330 0.5 0.6 -1.2 0.080
H 1.667010 -18.028900 31.429770 -0.3 -0.1 0.7 0.132
H 3.307310 -17.864920 30.926830 0.5 -0.3 0.3 0.125
H 2.939910 -15.271120 30.878440 0.8 -0.4 -0.2 0.132
H 1.421010 -15.690240 31.444820 -0.9 0.3 -0.8 0.110
H 1.459050 -15.677630 27.710980 -0.7 0.7 -0.5 0.131
H 1.943840 -14.359170 28.774460 0.3 0.1 0.2 0.122
H -0.651880 -15.908150 28.966700 0.1 -0.5 1.2 0.118
H -0.643680 -14.479080 28.300240 0.4 1.2 0.0 0.113
H 0.336340 -12.726220 31.307400 -0.2 0.4 0.1 0.072
H -1.110370 -12.417540 30.318180 -0.6 -0.4 0.2 0.080
H 0.405140 -12.597210 29.580580 0.4 -0.3 -0.3 0.086
O 0.047130 -6.854910 19.505330 0.3 -0.4 -0.3 0.102
C -0.327260 -6.390700 18.461350 -1.2 2.1 0.6 -0.548
O -0.409720 -6.963390 17.285890 -0.3 -1.2 -0.7 -0.010
C 0.102890 -8.293110 17.102600 -0.1 -0.5 0.1 -0.179
C -0.788550 -9.042750 16.065590 1.3 0.2 -0.4 -0.042
C -0.903560 -4.979310 18.284560 0.0 0.3 0.6 0.022
H 0.233440 -8.844400 18.033810 -0.7 0.2 0.3 0.092
H 1.138530 -8.070410 16.845810 0.0 -0.7 -0.9 0.126
H -0.670920 -10.126380 16.060950 0.3 0.0 0.5 0.067
H -0.430790 -8.768630 15.073140 -0.3 0.3 -0.1 0.069
H -1.864880 -8.874360 16.101320 0.2 0.5 0.4 0.069
H -1.910540 -4.976200 17.867340 0.0 -0.5 0.0 0.083
H -0.335840 -4.371460 17.580060 0.3 -0.2 0.1 0.084
H -0.961780 -4.454270 19.238000 0.2 -0.1 0.0 0.075
O -8.083710 -14.868400 23.169460 2.2 -0.2 -0.6 0.059
C -7.013300 -15.431960 22.923130 -2.0 1.8 0.8 -0.512
O -5.898530 -14.838960 22.388750 -0.5 0.4 0.9 -0.044
C -5.866990 -13.371410 22.172070 0.5 -0.4 -0.6 -0.150
C -4.793120 -13.160730 21.058910 -1.4 -0.8 -0.2 -0.047
C -6.860610 -16.904900 23.131970 1.2 1.0 -0.3 0.020
H -5.576460 -12.768970 23.032750 0.1 -0.7 0.5 0.084
H -6.895580 -13.086290 21.951160 0.2 0.2 -0.5 0.116
H -3.987880 -13.891500 21.134220 0.1 0.2 0.5 0.062
H -4.393750 -12.151170 20.962080 -0.2 0.0 0.3 0.068
H -5.278130 -13.448660 20.126190 0.0 0.3 -0.3 0.068
H -7.586750 -17.297900 22.420370 0.4 -0.7 0.1 0.099
H -7.031580 -17.234280 24.156850 -0.4 0.3 -0.1 0.091
H -5.794230 -17.012910 22.933810 -0.2 -1.2 -0.5 0.072
O 1.109540 -8.958470 27.315990 -0.3 -0.9 0.1 0.101
C 0.373860 -8.769000 26.389370 0.5 1.0 -2.2 -0.467
O 0.224000 -9.587330 25.277790 -0.1 1.9 1.4 -0.042
C 0.506330 -10.965810 25.372140 0.1 -0.2 0.8 -0.230
C -0.820820 -11.655700 25.325640 -0.3 -1.5 -0.7 -0.055
C -0.296650 -7.406830 26.185990 0.4 0.0 1.3 0.024
H 1.059350 -11.189920 26.284300 0.0 0.1 0.2 0.115
H 1.179540 -11.212480 24.551150 -0.3 -0.1 -0.2 0.123
H -0.657790 -12.733190 25.302520 0.1 -0.3 -0.1 0.071
H -1.342190 -11.419820 24.397930 -0.1 0.1 0.0 0.071
H -1.524740 -11.538130 26.149520 0.3 0.7 0.2 0.076
H 0.346710 -6.658260 25.723560 0.1 -0.6 -1.2 0.092
H -0.196290 -6.949360 27.170240 -0.8 -0.3 0.5 0.079
H -1.325740 -7.406470 25.826710 0.3 0.0 -0.2 0.063
O -2.296170 -2.456180 22.786330 0.5 -3.9 1.1 0.053
C -1.800370 -3.574470 23.063590 0.2 2.2 -2.0 -0.415
O -2.351750 -4.842740 22.850200 1.5 2.5 0.3 -0.052
C -3.696570 -4.955930 22.393180 -0.9 0.6 0.2 -0.233
C -4.072420 -4.272070 21.090860 0.7 0.1 0.2 -0.057
C -0.308260 -3.616840 23.501300 -0.3 -0.1 -0.2 0.016
H -4.338810 -4.592510 23.195400 -0.2 -0.3 0.2 0.120
H -3.800280 -6.018350 22.172710 -0.1 0.0 0.7 0.107
H -3.914560 -3.194670 21.042150 0.4 -0.2 0.1 0.074
H -5.140660 -4.403240 20.918330 0.1 -0.4 -0.2 0.065
H -3.444250 -4.834570 20.400140 -0.4 0.5 -0.9 0.077
H -0.276150 -3.602180 24.590730 0.2 -0.4 0.0 0.078
H 0.282990 -2.758660 23.181850 -0.9 0.6 0.0 0.078
H 0.310110 -4.387540 23.041140 -0.6 -0.8 0.5 0.073
O -6.152370 -9.109710 21.296130 0.8 2.5 -3.5 0.027
C -6.162160 -8.174500 20.444610 -1.5 -1.0 2.6 -0.484
O -5.634130 -8.087730 19.219850 0.6 -1.8 -0.9 -0.010
C -5.075720 -9.343790 18.618210 0.0 -0.7 2.2 -0.149
C -6.071110 -10.519500 18.543280 0.1 0.4 -1.0 -0.072
C -6.983250 -6.880910 20.743680 0.5 -2.1 -0.1 0.035
H -4.239560 -9.626510 19.257750 -0.2 -0.1 0.5 0.104
H -4.526210 -9.210900 17.686290 -0.9 1.0 -0.3 0.112
H -5.473730 -11.341540 18.148980 -0.1 -0.2 0.1 0.074
H -6.840620 -10.333700 17.794000 0.0 0.2 -0.2 0.074
H -6.619200 -10.869760 19.417940 0.6 0.5 0.4 0.069
H -6.286240 -6.196690 21.227540 -0.5 0.3 -0.2 0.057
H -7.747070 -7.265190 21.419700 0.1 0.5 0.3 0.084
H -7.482980 -6.559390 19.829900 0.4 0.5 0.1 0.085
O -5.313560 -2.041990 27.656290 1.9 -0.4 -1.8 0.060
C -4.306660 -2.021000 26.929660 -2.0 1.4 2.3 -0.512
O -3.756110 -3.069010 26.362080 2.3 0.7 -0.3 -0.013
C -4.312640 -4.356860 26.424620 -2.3 0.2 0.2 -0.229
C -3.302980 -5.442270 26.116300 0.0 2.3 -0.4 -0.045
C -3.484090 -0.744980 26.732780 0.1 -0.7 0.5 0.025
H -5.117430 -4.199040 25.706630 -0.3 -1.2 -0.3 0.131
H -4.809260 -4.460250 27.389390 0.1 -0.2 0.1 0.115
H -2.700230 -4.984770 25.331770 0.2 -0.5 -0.3 0.061
H -3.802000 -6.320910 25.707550 0.4 -0.2 0.6 0.085
H -2.652530 -5.456390 26.990830 0.0 -1.1 0.0 0.082
H -3.209840 -0.398370 27.729150 0.1 -0.2 0.1 0.084
H -4.046690 0.100360 26.336560 0.0 -0.4 -0.5 0.088
H -2.570600 -1.009720 26.200290 -0.2 0.5 -0.3 0.078
```
Forces are in eV/Å.